{
  "formula": "C54H108O54",
  "method": "the ωB97M-V functional and the def2-TZVPD basis",
  "fmax_ev_per_a": 4.5,
  "e_tot_ev": -168311.5586,
  "lumo_energy_ev": 0.48,
  "symbols": ["C", "O", "C", "O", "O", "C", "H", "H", "H", "H", "H", "H", "C", "O", "C", "O", "O", "C", "H", "H", "H", "H", "H", "H", "C", "O", "C", "O", "O", "C", "H", "H", "H", "H", "H", "H", "C", "O", "C", "O", "O", "C", "H", "H", "H", "H", "H", "H", "C", "O", "C", "O", "O", "C", "H", "H", "H", "H", "H", "H", "C", "O", "C", "O", "O", "C", "H", "H", "H", "H", "H", "H", "C", "O", "C", "O", "O", "C", "H", "H", "H", "H", "H", "H", "C", "O", "C", "O", "O", "C", "H", "H", "H", "H", "H", "H", "C", "O", "C", "O", "O", "C", "H", "H", "H", "H", "H", "H", "C", "O", "C", "O", "O", "C", "H", "H", "H", "H", "H", "H", "C", "O", "C", "O", "O", "C", "H", "H", "H", "H", "H", "H", "C", "O", "C", "O", "O", "C", "H", "H", "H", "H", "H", "H", "C", "O", "C", "O", "O", "C", "H", "H", "H", "H", "H", "H", "C", "O", "C", "O", "O", "C", "H", "H", "H", "H", "H", "H", "C", "O", "C", "O", "O", "C", "H", "H", "H", "H", "H", "H", "C", "O", "C", "O", "O", "C", "H", "H", "H", "H", "H", "H", "C", "O", "C", "O", "O", "C", "H", "H", "H", "H", "H", "H", "C", "O", "C", "O", "O", "C", "H", "H", "H", "H", "H", "H"],
  "coordinates": [[4.98405, 5.31720, 1.03392], [3.66471, 5.30069, 0.37474], [2.56770, 5.27000, 1.11517], [2.46949, 4.98388, 2.24378], [1.49677, 5.56243, 0.31938], [0.21784, 5.23794, 0.82476], [5.01805, 4.58329, 1.85641], [5.20633, 6.26356, 1.61355], [5.77412, 5.16160, 0.29137], [-0.44685, 5.00987, -0.00418], [-0.14947, 6.09980, 1.41197], [0.23099, 4.40043, 1.54108], [2.66718, 3.20113, -1.93330], [2.29757, 2.11935, -2.78457], [2.63888, 0.91077, -2.22611], [3.10898, 0.80999, -1.10386], [2.26051, -0.07741, -3.04423], [2.35409, -1.40331, -2.47515], [2.45781, 4.10329, -2.40990], [3.70313, 3.13830, -1.66850], [2.18400, 3.11787, -0.98058], [2.10435, -2.03984, -3.31220], [1.65809, -1.51244, -1.67655], [3.35367, -1.71909, -2.11386], [-5.28810, 3.43793, -3.32848], [-6.40277, 2.95443, -2.52494], [-6.54453, 3.44230, -1.33253], [-5.84002, 4.18986, -0.73799], [-7.66859, 2.99480, -0.72938], [-8.49453, 2.11966, -1.62209], [-5.08052, 4.39486, -2.94855], [-5.69161, 3.47342, -4.31712], [-4.53139, 2.65944, -3.21644], [-9.33332, 1.71277, -1.05135], [-7.94757, 1.30991, -2.03293], [-8.87407, 2.73217, -2.43987], [0.00877, -6.85772, -2.05759], [0.70584, -5.58251, -1.95619], [1.76149, -5.50142, -1.15412], [2.49572, -4.57523, -1.20934], [2.03717, -6.60689, -0.54090], [3.21584, -6.62541, 0.21309], [-0.08639, -7.38731, -1.06372], [0.52183, -7.37807, -2.81782], [-1.00643, -6.64304, -2.32759], [3.97071, -6.18941, -0.41643], [3.44039, -7.68896, 0.45318], [3.17280, -6.04187, 1.11696], [-4.57332, -3.69404, 0.64946], [-5.30220, -3.69363, -0.55629], [-4.65439, -4.33323, -1.54812], [-3.67199, -5.01104, -1.38291], [-5.32413, -4.05853, -2.69637], [-4.97266, -4.76472, -3.93456], [-4.84300, -4.48253, 1.29484], [-4.83602, -2.73955, 1.07224], [-3.50842, -3.73651, 0.45928], [-5.12521, -4.00982, -4.70085], [-5.60749, -5.59899, -4.06721], [-3.97604, -5.16263, -3.92515], [1.00397, -7.98802, 3.75129], [1.14483, -6.77332, 3.00877], [0.22963, -6.58114, 2.02377], [-0.55251, -7.35858, 1.65520], [0.30916, -5.33864, 1.51227], [0.95667, -4.28680, 2.19933], [0.00424, -8.06477, 4.18071], [1.77414, -8.01447, 4.51656], [1.11216, -8.85386, 3.14099], [0.75504, -4.31402, 3.27866], [0.51954, -3.39072, 1.68706], [2.01801, -4.31674, 2.00578], [-1.46857, -1.23920, 7.34540], [-2.65763, -1.20144, 6.56843], [-2.53025, -1.38760, 5.23528], [-1.52717, -1.53835, 4.59831], [-3.75464, -1.30149, 4.73156], [-3.84589, -1.56674, 3.30971], [-0.84508, -0.36487, 7.14484], [-0.86611, -2.15631, 7.16515], [-1.79497, -1.26941, 8.38101], [-4.72111, -2.19855, 3.12552], [-2.96008, -2.07951, 2.96513], [-3.86879, -0.64449, 2.78113], [-1.41716, 8.83517, 3.29080], [-0.97130, 8.87367, 4.63266], [-0.44194, 7.74001, 5.07792], [-0.00713, 7.66487, 6.17935], [-0.56048, 6.76204, 4.19465], [0.09740, 5.57362, 4.64874], [-2.27105, 8.16464, 3.21130], [-0.61698, 8.60456, 2.59224], [-1.72990, 9.84686, 2.94868], [-0.06761, 4.82948, 3.86049], [-0.37778, 5.16598, 5.51874], [1.15081, 5.68059, 4.86956], [6.40849, -0.42082, 1.82974], [7.40713, -1.18209, 1.07188], [8.36491, -0.48548, 0.39702], [8.67858, 0.67812, 0.55911], [8.89852, -1.28113, -0.49250], [9.98779, -0.69084, -1.17152], [6.84372, 0.30711, 2.48734], [5.95430, -1.21936, 2.41326], [5.72424, 0.06003, 1.14500], [9.73861, -0.48909, -2.21701], [10.81135, -1.41827, -1.13252], [10.24510, 0.23991, -0.70792], [-6.06648, -0.79028, -2.54178], [-4.93949, -0.33847, -3.27562], [-4.69456, -1.09990, -4.39059], [-5.48972, -1.82777, -4.86278], [-3.49573, -0.86393, -4.92479], [-2.65633, 0.23737, -4.63528], [-5.99460, -1.84724, -2.28803], [-6.96226, -0.57238, -3.12633], [-6.26385, -0.10223, -1.67577], [-3.28218, 1.05539, -4.62289], [-1.92031, 0.37133, -5.42837], [-2.11998, 0.12391, -3.67284], [-0.37305, 3.35018, -4.26423], [-1.35094, 2.53629, -3.57281], [-1.78888, 3.10786, -2.39836], [-1.47561, 4.22006, -1.99821], [-2.65035, 2.22227, -1.89315], [-2.88785, 2.54848, -0.58564], [-0.17804, 2.87519, -5.22862], [0.53947, 3.34575, -3.69165], [-0.76248, 4.39947, -4.42656], [-3.56086, 3.37641, -0.56901], [-1.97724, 2.79917, -0.05570], [-3.41891, 1.69847, -0.18713], [-3.63764, 5.31283, 2.20880], [-4.54560, 4.22434, 2.34272], [-3.96103, 3.06562, 2.51442], [-2.79847, 2.82753, 2.62587], [-4.83140, 2.05389, 2.56746], [-6.14475, 2.37074, 2.24977], [-3.02911, 5.11361, 1.33168], [-2.93294, 5.46549, 3.05501], [-4.27443, 6.25691, 2.07452], [-6.72730, 2.98654, 2.96028], [-6.66315, 1.38623, 2.17659], [-6.22787, 2.91631, 1.25927], [-1.26239, -2.17648, -1.82458], [-0.58490, -0.91557, -1.61430], [-0.50568, -0.56786, -0.37449], [-0.94632, -1.24329, 0.57467], [-0.02894, 0.61122, -0.29499], [0.43703, 0.98027, 1.04324], [-1.55469, -2.27423, -2.87122], [-2.07939, -2.20313, -1.11228], [-0.52079, -2.91617, -1.61275], [-0.30426, 0.64547, 1.75073], [0.70487, 2.01425, 1.18871], [1.35460, 0.43544, 1.32836], [1.12614, -0.23622, -6.14658], [0.32476, 0.85824, -6.73010], [0.94398, 1.68243, -7.49445], [2.12495, 1.67981, -7.83933], [0.07802, 2.67532, -7.76016], [0.67498, 3.78019, -8.47353], [0.42256, -1.03752, -5.95656], [1.57964, 0.01211, -5.19584], [1.86459, -0.51329, -6.88835], [-0.23496, 4.42918, -8.53442], [0.93554, 3.52570, -9.51098], [1.47172, 4.27203, -7.87727], [-1.28826, -4.83433, -5.09171], [-0.16075, -5.07310, -5.99126], [0.75943, -4.14942, -5.80043], [0.63820, -3.28214, -4.97097], [1.84018, -4.28524, -6.59482], [1.81370, -5.38477, -7.59644], [-2.00192, -5.58492, -5.34915], [-1.75939, -3.88452, -5.41127], [-1.05510, -4.70996, -4.04220], [1.80588, -6.34335, -7.08240], [2.79213, -5.24736, -8.02573], [1.08172, -5.19054, -8.35766], [1.77833, -1.03247, 4.19170], [2.04940, 0.27851, 3.77957], [3.02354, 0.91420, 4.50282], [3.73747, 0.35063, 5.28641], [3.05251, 2.20373, 4.16540], [4.22411, 2.86681, 4.46460], [2.57575, -1.73174, 3.90856], [0.93658, -1.42043, 3.65113], [1.48253, -1.15610, 5.24249], [4.06991, 3.93104, 4.76654], [4.85697, 2.84494, 3.55651], [4.77001, 2.34755, 5.24074], [2.48582, 2.81974, 7.82211], [1.37599, 3.22232, 6.98670], [0.69274, 2.20283, 6.41373], [0.93332, 1.00001, 6.58074], [-0.31163, 2.70735, 5.71756], [-0.95175, 1.68646, 4.95514], [2.16882, 2.09281, 8.51838], [2.89490, 3.74100, 8.27964], [3.26420, 2.38176, 7.23237], [-1.52815, 0.97766, 5.52059], [-0.17897, 1.16882, 4.38889], [-1.59347, 2.17796, 4.23520], [3.38264, -1.89811, 0.75102], [4.57062, -2.57028, 0.31541], [4.98133, -3.66353, 1.02072], [4.45233, -3.98311, 2.08765], [5.93002, -4.33629, 0.43949], [6.45645, -4.01489, -0.84800], [3.63565, -1.72294, 1.81802], [2.50344, -2.58345, 0.74031], [3.27995, -0.96482, 0.21544], [5.70625, -4.09588, -1.66468], [7.32179, -4.65097, -1.03902], [6.77558, -2.95318, -0.78781]],
  "atomic_forces_ev_per_a": [[-0.498, 0.494, 1.571], [1.663, 0.647, -0.307], [-1.122, 0.417, -2.560], [0.217, -0.610, 3.103], [1.443, -0.387, -0.459], [-0.641, 0.301, 1.357], [-0.099, -0.216, -0.749], [-0.673, -0.532, -1.126], [-0.646, -0.099, 0.047], [0.173, 0.125, -0.116], [-0.076, -0.280, -0.343], [0.236, 0.113, -0.413], [0.524, -1.191, 0.870], [0.626, -1.554, 0.320], [-0.897, 0.780, 0.596], [-0.259, -0.235, -1.432], [0.816, 0.667, 0.924], [0.953, -0.527, -0.679], [-0.503, 1.343, -0.866], [0.792, 0.067, -0.224], [-0.753, 0.088, 0.393], [-0.282, -0.272, 0.014], [-0.475, -0.045, 0.453], [-0.345, 0.749, -0.270], [-0.972, -1.680, 0.680], [0.188, -0.363, -1.449], [-1.529, -0.386, 1.310], [1.337, 1.072, 0.335], [-0.859, -1.514, -1.557], [-0.598, 1.298, 0.984], [0.989, 1.179, 0.247], [0.023, 0.053, -0.685], [0.295, 0.596, -0.215], [0.301, 0.402, 0.249], [0.709, -0.578, -0.161], [-0.030, -0.054, 0.097], [-0.363, 0.583, 2.120], [-1.111, -0.315, 0.426], [-0.233, -0.589, -1.982], [0.991, 2.447, 0.505], [-1.201, -1.861, 1.046], [1.139, -0.907, 0.175], [0.558, 0.512, -1.194], [0.383, -1.119, -0.651], [-0.407, 0.350, -0.453], [0.748, -0.040, -0.027], [-0.219, 0.819, -0.226], [-0.303, 0.199, 0.372], [0.522, 1.396, -0.009], [0.143, -0.476, -1.305], [-0.662, -0.137, -0.501], [-0.282, 0.157, -0.769], [0.747, -0.771, 0.327], [0.156, 1.226, 0.788], [-0.471, -1.044, 0.650], [0.062, 0.219, 0.499], [0.171, 0.019, 0.048], [0.106, -0.231, -0.085], [-1.031, -0.736, -0.015], [0.681, 0.223, 0.254], [-0.428, 0.172, 0.297], [-0.124, 0.106, -0.123], [2.262, 2.585, 1.356], [-1.981, -2.359, -1.072], [-0.570, -1.219, -0.221], [-0.346, 1.144, -0.329], [0.078, 0.231, 0.178], [-0.055, 0.327, 0.004], [0.237, -0.570, -0.793], [-0.010, 0.149, -0.376], [0.426, -0.489, 0.868], [0.397, 0.000, 0.196], [0.855, -0.534, 0.070], [-0.015, -0.342, -0.809], [-0.518, 0.599, 0.733], [0.620, -0.262, 0.338], [-0.454, -0.402, -0.683], [0.170, -0.700, 0.550], [-0.041, -0.166, 0.096], [-0.448, 0.532, -0.142], [-0.043, 0.184, -0.007], [0.085, 0.418, 0.294], [0.237, -0.273, 0.034], [-0.378, 0.868, -0.382], [-0.619, 1.336, -1.091], [-0.026, 0.684, -0.539], [-0.818, 0.640, 0.237], [0.729, -0.319, 0.868], [0.835, -0.631, 0.070], [-0.464, -1.450, -0.669], [0.132, -0.077, -0.290], [0.054, -0.560, 0.102], [0.022, -0.480, 0.883], [0.302, 0.326, 0.061], [-0.322, 0.146, 0.572], [0.157, 0.411, -0.238], [0.707, -1.111, -0.344], [0.513, 1.097, -0.436], [-1.385, 1.091, 1.350], [-0.804, -0.821, 0.407], [0.041, -0.696, -0.310], [1.034, -0.608, -0.970], [0.483, 0.293, 0.193], [-0.353, 0.316, 0.003], [-0.244, -0.020, -0.156], [-0.182, -0.182, 0.138], [-0.200, 0.342, -0.049], [0.345, 0.293, 0.203], [-1.470, 1.252, 0.469], [1.047, -0.428, -0.305], [1.149, 2.563, 1.149], [-0.937, -1.482, -0.774], [-0.287, -1.607, -0.736], [1.200, -0.892, 1.064], [-0.060, 0.261, 0.117], [-0.076, -0.629, -0.345], [1.076, -0.832, -0.411], [-0.969, 2.187, 0.315], [-0.204, -0.399, -0.091], [-0.449, 0.029, -0.479], [-0.653, 0.739, -0.470], [0.070, 1.417, 0.941], [0.823, 0.174, -2.565], [-0.571, -2.012, -0.164], [1.629, 0.464, -1.607], [-1.237, -0.132, 2.064], [-0.286, -0.006, 0.236], [0.206, 0.229, 0.152], [0.452, -1.181, 0.273], [-0.473, 0.851, 0.382], [0.060, -0.251, 0.296], [0.114, -0.297, 0.599], [-0.121, 1.895, -0.194], [0.031, 0.823, 0.415], [-0.476, -1.404, 0.274], [1.286, 0.503, -0.115], [0.614, 0.394, 0.372], [-2.838, -0.200, -1.737], [0.042, 0.304, -0.224], [-0.730, -0.426, -0.222], [0.938, -1.541, 0.107], [0.785, -0.258, 0.139], [0.295, 0.759, -0.049], [0.191, -0.807, 1.148], [0.255, 0.435, 0.023], [-0.520, -0.513, -2.180], [-2.464, -2.519, 2.780], [1.129, 0.884, -1.312], [2.171, 3.184, 1.090], [0.509, -1.307, 0.617], [-0.019, 0.432, 0.148], [-0.207, -0.389, -0.226], [0.149, -0.919, 0.238], [-0.380, 0.267, 0.232], [-0.477, 0.501, -0.802], [-0.332, -0.047, -0.621], [-0.607, 0.023, -0.711], [-0.205, -2.134, 1.710], [2.328, 1.738, -0.685], [-1.818, -0.264, 0.338], [0.898, 0.040, -0.632], [-1.832, 0.870, 0.110], [-0.064, -0.077, -0.170], [0.048, 0.616, -0.057], [0.154, -0.186, 0.091], [1.080, 0.002, -0.049], [0.370, -0.120, 0.597], [-0.380, -0.515, -0.606], [-0.672, 1.249, -1.442], [-0.843, -0.407, 0.793], [0.935, 0.424, 0.121], [0.696, 0.263, -0.379], [-1.053, -0.624, -0.168], [1.265, 1.249, 1.246], [-0.223, -0.839, 0.261], [0.281, -0.304, 0.210], [0.446, -0.533, 0.035], [-0.529, 0.026, -0.218], [0.294, -0.180, -0.361], [-0.605, -0.257, -0.004], [-0.097, -1.985, 0.306], [0.656, 1.724, 0.540], [-0.649, -1.440, -0.349], [0.078, 0.343, -0.148], [-1.743, -0.692, -0.362], [2.022, 1.403, -0.088], [0.283, 0.369, 0.457], [-0.688, 0.451, -0.591], [0.544, 0.502, -0.162], [-0.338, -0.954, -0.342], [-0.157, 0.216, 0.366], [0.091, -0.018, 0.287], [0.129, 1.332, -0.602], [-0.132, -0.721, -0.328], [0.871, -1.024, 1.489], [-0.242, 2.399, -0.383], [0.295, -0.393, 0.362], [-0.012, 0.041, -1.608], [-0.380, -0.599, 0.989], [-0.569, -0.539, -0.132], [0.399, -0.338, -0.543], [-0.041, -0.040, 0.615], [-0.142, -0.258, 0.071], [-0.104, 0.194, 0.159], [0.441, -1.003, 2.324], [0.772, -0.981, -0.994], [-2.706, 1.241, 1.146], [1.229, 0.238, -1.673], [0.568, -1.240, 0.114], [-0.171, 1.799, -0.500], [-0.865, 0.434, -0.377], [0.639, 0.656, -0.430], [-0.006, -0.138, -0.290], [0.294, -0.186, 0.714], [-0.288, -0.043, 0.264], [0.029, -0.688, -0.347]]
}